(1)
66
Properties=species:S:1:pos:R:3:forces:R:3 method="wB97M-V/def2-TZVPD" lumo_ev="-3.583 / -3.656" homo_energy_ev="-11.268 / -12.037" total_charge=+1 de_lowest_kcal_mol=23.0 s2=2.01 multiplicity=3 orbital_gap_ev="7.68 / 8.38" energy_ev=-69637.3785 largest_force_ev_per_a=1.4
Mo -2.3390 1.6755 2.4563 -0.1 -0.1 0.2
O -2.5717 0.5773 5.9718 -0.5 1.4 0.1
C -2.4202 1.5589 5.1650 -0.5 -0.2 0.9
O -1.4561 1.6812 4.3921 0.0 0.0 -0.5
C -3.4808 2.6389 5.1473 0.0 0.0 0.0
O -3.6332 3.0670 3.7778 0.2 -0.2 0.0
C -4.9933 2.9243 3.2953 -0.1 0.0 0.0
C -5.2297 1.4473 2.9970 -0.1 0.2 0.0
O -6.2759 0.8892 3.1114 0.0 0.0 0.0
O -4.0903 0.8671 2.6129 0.0 -0.1 -0.1
H -1.8661 -0.1199 5.7942 0.2 -0.5 0.0
H -4.4223 2.2849 5.5634 0.0 0.0 0.0
H -3.1079 3.4837 5.7312 -0.1 0.0 0.0
H -5.6980 3.3144 4.0261 0.0 0.0 0.0
H -5.0532 3.4924 2.3677 0.0 0.0 0.0
C 2.0076 2.2329 -3.7550 0.0 0.0 0.0
C 2.6549 2.1995 -2.3806 0.0 0.0 0.0
N 1.7182 1.7376 -1.3442 0.0 0.0 0.1
C 1.0532 2.6556 -0.6345 0.0 -0.1 0.0
C 0.1145 2.3684 0.3247 0.0 -0.1 0.0
C -0.5026 3.5300 1.0475 -0.1 0.1 -0.1
O -0.2605 4.6579 0.7146 0.0 0.0 0.0
O -1.2494 3.2245 2.1026 0.0 0.1 0.1
C -0.1934 1.0177 0.5669 -0.1 0.2 -0.1
O -1.0908 0.6118 1.3672 0.5 -0.3 0.0
C 0.5428 0.0136 -0.1595 0.0 0.0 0.0
C 0.3133 -1.3408 0.1104 0.0 0.0 0.0
C 0.9999 -2.2871 -0.5866 0.0 0.0 0.0
F 0.8002 -3.5801 -0.2793 0.0 0.0 0.0
C 1.9181 -1.9537 -1.6008 -0.1 0.1 0.0
C 2.1414 -0.6113 -1.8600 0.0 0.0 0.0
C 1.4843 0.3854 -1.1268 -0.1 0.0 0.0
N 2.5923 -2.9236 -2.3764 0.1 0.0 0.0
C 4.0386 -2.8369 -2.5053 0.0 0.0 0.0
C 4.4011 -3.1339 -3.9665 0.0 0.0 0.0
N 3.3251 -4.0278 -4.5285 0.0 0.0 0.0
C 2.9088 -5.0457 -3.5092 0.0 0.0 0.0
C 2.1456 -4.3145 -2.3959 -0.1 0.0 0.0
H 2.7298 2.5713 -4.4973 0.0 0.0 0.0
H 1.1630 2.9211 -3.7655 0.0 0.0 0.0
H 1.6411 1.2494 -4.0501 0.0 0.0 0.0
H 2.9881 3.1911 -2.0815 0.0 0.0 0.0
H 3.5352 1.5578 -2.3539 0.0 0.0 0.0
H 1.2749 3.6941 -0.8457 0.0 0.0 0.0
H -0.3719 -1.6381 0.8944 0.0 0.0 0.0
H 2.8025 -0.3423 -2.6709 0.0 0.0 0.0
H 4.5351 -3.5455 -1.8315 0.0 0.0 0.0
H 4.3929 -1.8460 -2.2368 0.0 0.0 0.0
H 5.3495 -3.6594 -4.0621 0.0 0.0 0.0
H 4.4223 -2.2370 -4.5825 0.0 0.0 0.0
H 3.6354 -4.4691 -5.3936 0.0 0.0 0.0
H 2.5123 -3.4461 -4.7428 0.0 0.0 0.0
H 3.8255 -5.5131 -3.1541 0.0 0.0 0.0
H 2.2952 -5.8021 -3.9920 0.0 0.0 0.0
H 2.3219 -4.8452 -1.4576 0.0 0.0 0.0
H 1.0757 -4.3382 -2.5984 0.0 0.0 0.0
F -3.0165 2.1230 0.5796 0.0 0.1 0.0
B -4.2710 1.9629 -0.4667 0.0 0.0 0.0
F -5.3344 2.3427 0.2991 0.0 0.0 0.0
F -3.9236 2.8314 -1.4469 0.0 0.0 0.0
F -4.2225 0.6512 -0.7973 0.0 -0.1 0.0
F -1.1317 -1.2169 5.3127 0.4 -0.5 0.2
B -0.8755 -1.1780 3.9083 0.3 0.0 -0.3
F -0.7353 -2.4354 3.3824 0.0 0.1 0.0
F 0.2313 -0.3782 3.6581 -0.2 -0.2 -0.1
F -2.0749 -0.5668 3.3577 -0.1 0.2 -0.3

***

(2)
52
Properties=species:S:1:pos:R:3:forces:R:3 method="wB97M-V/def2-TZVPD" lumo_ev=-0.399 homo_energy_ev=-6.359 de_lowest_kcal_mol=24.1 multiplicity=1 orbital_gap_ev=5.96 energy_ev=-214902.9843 largest_force_ev_per_a=4.0
Sc -13.6876 1.4971 9.0461 0.5 -0.1 0.1
C -10.0114 0.9270 8.7517 0.3 -0.9 0.4
C -10.8035 -0.3330 9.0390 -1.9 0.9 -0.9
C -10.1960 -1.5695 8.9028 0.9 -1.3 -0.8
C -10.9013 -2.7340 8.9363 -0.1 1.0 0.6
C -12.2652 -2.6462 9.2361 1.2 -3.6 0.4
C -12.9976 -3.8351 9.5335 -1.0 0.0 0.0
Br -12.2746 -5.6282 9.7319 0.0 1.1 -0.3
C -14.3433 -3.7109 9.7792 0.6 -3.6 0.7
C -14.9939 -2.5317 9.7313 -0.7 3.1 0.0
Br -16.8733 -2.4085 10.0494 0.5 -0.1 -0.1
C -14.2831 -1.3436 9.5318 -0.2 0.6 -0.5
O -14.8198 -0.1532 9.4463 0.0 -0.3 0.2
C -12.8545 -1.4262 9.3262 -1.1 0.9 0.2
N -12.1453 -0.2748 9.1878 1.1 0.6 -0.1
H -9.8751 1.4815 9.6451 -0.3 0.7 1.2
H -10.5237 1.6099 8.0554 0.5 -0.5 -0.1
H -8.9593 0.6262 8.5595 -0.8 0.4 -0.8
H -9.1728 -1.6710 8.5826 0.4 0.5 0.3
H -10.4323 -3.6872 8.8126 0.2 -0.3 -0.1
H -14.9053 -4.6181 10.1024 0.4 0.8 -0.5
C -13.7052 4.5855 6.6891 0.6 -0.1 2.1
S -12.4476 3.3234 6.5538 -0.2 0.2 -0.5
C -12.5188 3.1317 4.7726 -0.6 2.2 0.0
O -13.0334 2.0084 7.0338 -0.3 -0.3 0.7
H -14.5694 4.3666 6.1185 -0.9 -0.4 -0.4
H -13.2381 5.4538 6.3167 0.6 1.2 -0.7
H -13.8881 4.8102 7.7834 0.1 -0.7 -1.1
H -12.2282 4.1097 4.3460 0.2 -0.4 0.2
H -13.5216 2.9645 4.3927 -0.2 -0.4 0.3
H -11.8381 2.3947 4.4716 0.9 -1.1 -0.4
C -16.4862 4.2829 8.5096 1.0 -0.4 -0.4
P -16.1050 2.4448 8.8783 -1.2 1.6 -1.0
C -16.9334 2.2479 10.4750 0.2 0.4 0.1
C -17.1484 1.5435 7.6085 1.7 1.4 0.4
C -18.3876 0.9936 7.7589 -0.2 1.1 1.5
C -18.8204 0.0347 6.9012 -3.7 -1.1 1.3
C -18.1074 -0.3963 5.8520 1.7 1.7 -0.5
C -16.9142 0.3209 5.6117 -0.1 -1.8 -1.6
C -16.4083 1.2698 6.4475 -1.6 -1.0 1.2
H -16.2178 4.6428 7.4852 -0.5 -0.7 0.8
H -16.0106 4.9840 9.2068 0.2 -0.6 0.1
H -17.5320 4.3600 8.6803 -1.1 0.2 -0.2
H -18.0252 2.1811 10.4991 0.2 0.1 -0.2
H -16.5459 3.0811 11.0677 -0.3 0.0 0.0
H -16.4743 1.3833 10.9115 0.0 -0.7 0.3
H -19.0630 1.3037 8.5617 0.5 -0.2 0.0
H -19.8398 -0.3608 7.1706 1.1 0.1 -0.7
H -18.4804 -1.1126 5.1814 -0.2 -0.9 -0.7
H -16.3457 -0.0309 4.7566 0.2 0.3 -0.1
H -15.4232 1.6177 6.3604 1.2 0.6 -0.4
Te -13.4835 3.4269 10.7846 0.4 0.0 -0.3

***

(3)
47
Properties=species:S:1:pos:R:3:forces:R:3 method="wB97M-V/def2-TZVPD" lumo_ev="-0.318 / -0.318" homo_energy_ev="-5.225 / -5.228" de_lowest_kcal_mol=26.3 multiplicity=1 orbital_gap_ev="4.91 / 4.91" energy_ev=-165655.9622 largest_force_ev_per_a=4.5
C -0.3228 0.3789 -3.8429 -0.8 2.5 -0.6
C -3.7104 -1.0449 -3.9108 -0.2 -0.6 0.1
C 0.0185 -1.0341 -3.9673 3.2 -0.3 3.1
H -0.0128 0.8764 -4.7840 -0.4 0.6 0.1
C -3.3030 -2.0775 -3.1663 -0.2 0.2 0.2
H -4.7827 -0.8768 -4.0790 0.4 -0.4 0.0
H 1.0702 -1.2399 -4.1739 -0.2 0.1 -0.5
H -4.0349 -2.8037 -2.8049 -0.1 0.4 0.0
C -0.8533 -2.1964 -3.9293 -0.3 -1.4 0.2
H -0.1981 -3.0942 -3.8806 -0.3 0.6 -0.2
H -1.3947 -2.3015 -4.8816 -0.3 -0.3 0.1
C -1.8201 0.6705 -3.5756 0.4 0.8 -0.1
H -1.9661 1.7552 -3.6995 0.1 -0.3 0.2
H -2.0707 0.4544 -2.5259 0.0 -0.1 -0.3
C -2.8111 -0.0265 -4.5473 0.0 0.9 0.0
H -2.2533 -0.4195 -5.4107 -0.2 0.0 0.2
H -3.4777 0.7590 -4.9507 0.4 -0.3 0.1
C -1.8762 -2.3682 -2.7646 0.0 -0.6 -0.4
H -1.8324 -3.4297 -2.4523 -0.1 0.4 0.0
H -1.5683 -1.7859 -1.8749 -0.1 -0.1 -0.4
Cd 0.8923 0.1966 -1.5683 -0.3 -1.5 -0.8
H 0.2612 1.0716 -3.0502 -1.3 0.0 -2.1
Se 0.7803 2.1994 0.1473 0.1 -0.7 0.2
P 1.1699 0.4469 1.4930 0.2 -0.3 -0.5
Se 1.3651 -1.4294 0.3227 -0.1 0.1 1.3
C 2.7434 0.7466 2.3380 0.1 0.2 0.4
C 2.8722 0.5412 3.7211 0.3 0.2 -0.2
C 4.0712 0.8939 4.3496 0.1 0.0 -0.2
C 5.1316 1.4237 3.6065 -0.2 -0.1 -0.1
C 5.0033 1.5932 2.2213 -0.1 -0.2 0.2
C 3.8157 1.2455 1.5846 -0.1 0.1 0.3
C -0.0896 0.3979 2.7924 -0.2 0.0 0.2
C -0.2913 1.5916 3.5036 -0.2 -0.1 0.1
C -1.2001 1.6255 4.5618 0.1 -0.2 -0.2
C -1.9045 0.4664 4.9063 0.1 0.0 -0.2
C -1.7157 -0.7137 4.1814 0.0 0.2 0.0
C -0.8181 -0.7560 3.1126 0.2 0.3 0.0
H 2.0480 0.1287 4.3092 0.3 0.2 -0.2
H 4.1712 0.7588 5.4284 0.0 0.0 -0.3
H 6.0639 1.7061 4.1011 -0.3 -0.1 -0.1
H 5.8267 1.9996 1.6357 -0.2 -0.1 0.2
H 3.6901 1.3978 0.5116 0.1 0.0 0.3
H 0.2459 2.4974 3.2034 -0.2 -0.3 0.2
H -1.3577 2.5568 5.1042 0.0 -0.3 -0.1
H -2.6138 0.4949 5.7360 0.2 -0.1 -0.3
H -2.2793 -1.6077 4.4413 0.1 0.2 0.0
H -0.6821 -1.6688 2.5276 0.0 0.3 0.2

***

(4)
53
Properties=species:S:1:pos:R:3:forces:R:3 method="wB97M-V/def2-TZVPD" lumo_ev="-2.675 / -2.507" homo_energy_ev="-11.319 / -11.292" total_charge=+1 multiplicity=1 orbital_gap_ev="8.64 / 8.78" energy_ev=-85408.8604 largest_force_ev_per_a=0.7
Co -1.4456 0.1070 1.2930 -0.6 0.1 0.3
O -1.2176 0.9627 3.3223 0.0 0.2 0.2
C -1.2151 -0.2425 3.6371 0.3 0.0 -0.1
O -1.2779 -1.1354 2.7298 -0.1 0.0 0.1
H -1.1289 -0.5734 4.6762 -0.1 0.0 0.1
Cl -3.9740 0.4058 1.6367 0.0 0.1 0.0
C -4.1257 0.2426 -0.1134 0.0 0.1 0.0
C -5.0887 0.9385 -0.8063 0.0 0.0 0.0
C -5.0620 0.8667 -2.1954 0.0 0.0 0.0
C -4.0764 0.1335 -2.8378 0.0 0.0 0.0
C -3.1199 -0.5585 -2.1029 -0.1 0.0 -0.1
C -3.1437 -0.5317 -0.7176 0.1 -0.4 0.3
C -2.1849 -1.2446 0.1693 0.0 0.5 -0.5
H -5.8285 1.5302 -0.2850 0.0 0.0 0.0
H -5.8095 1.3961 -2.7707 0.0 0.0 0.0
H -4.0570 0.0927 -3.9186 0.0 0.0 0.0
H -2.3568 -1.1395 -2.6055 0.0 0.0 0.0
H -1.3874 -1.7702 -0.3445 -0.1 -0.1 -0.2
H -2.6803 -1.8841 0.8971 0.0 -0.1 0.0
C 4.2135 -2.3780 -0.4010 -0.1 0.0 0.0
N 2.9276 -2.1386 0.2287 0.1 0.0 0.0
N 2.2240 -0.9795 0.0054 0.1 0.0 0.0
C 1.0121 -1.0714 0.6200 -0.1 0.2 -0.1
O 0.2261 -0.0626 0.5514 0.5 -0.2 0.2
C 0.9490 -2.3508 1.2080 0.0 0.0 0.0
C 2.1496 -2.9714 0.9378 0.0 0.0 0.0
C 2.6000 -4.3419 1.3050 0.0 0.0 0.0
C 2.8209 0.1852 -0.5680 0.0 0.0 0.0
C 3.8388 0.8374 0.1120 0.0 0.0 0.0
C 4.4155 1.9624 -0.4571 0.0 0.0 0.0
C 3.9592 2.4319 -1.6812 0.0 0.0 0.0
C 2.9274 1.7801 -2.3421 0.0 0.0 0.0
C 2.3551 0.6449 -1.7883 0.0 0.0 0.0
H 4.2076 -1.9693 -1.4089 0.0 0.0 0.0
H 4.3624 -3.4523 -0.4586 0.0 0.0 0.0
H 5.0251 -1.9271 0.1677 0.0 0.0 0.0
H 0.1368 -2.7419 1.7890 0.0 0.0 0.0
H 1.8754 -4.7940 1.9768 0.0 0.0 0.0
H 3.5682 -4.3218 1.8054 0.0 0.0 0.0
H 2.6852 -4.9771 0.4218 0.0 0.0 0.0
H 4.1650 0.4710 1.0773 0.0 0.0 0.0
H 5.2133 2.4780 0.0597 0.0 0.0 0.0
H 4.4084 3.3122 -2.1210 0.0 0.0 0.0
H 2.5722 2.1509 -3.2939 0.0 0.0 0.0
H 1.5512 0.1202 -2.2869 0.0 0.0 0.0
N -2.4539 3.6868 -0.4591 0.0 -0.1 0.0
C -2.0051 2.8674 0.5144 0.0 0.2 0.2
N -2.0149 3.3158 1.7795 0.0 -0.1 0.0
O -1.5891 1.7316 0.2015 -0.1 -0.3 -0.3
H -2.6333 4.6604 -0.2945 0.0 0.0 0.0
H -2.3561 3.3647 -1.4059 0.0 0.0 0.0
H -2.4272 4.1980 2.0229 0.0 0.0 0.0
H -1.7302 2.6833 2.5185 0.0 0.1 0.0

***

(5)
47
Properties=species:S:1:pos:R:3:forces:R:3 method="wB97M-V/def2-TZVPD" lumo_ev=-7.959 homo_energy_ev=-14.566 total_charge=+2 multiplicity=1 orbital_gap_ev=6.61 energy_ev=-37906.3712 largest_force_ev_per_a=5.7
C -0.5040 -4.6760 -1.8396 -0.2 -0.3 0.2
C -1.9541 -4.6846 -1.7132 -0.8 1.7 0.5
C 0.0982 -4.2652 -3.0911 0.6 1.7 -0.4
C 0.3117 -5.3748 -0.8581 1.0 1.2 1.3
Cl -0.3313 -1.7078 -0.1330 -2.1 -5.3 0.2
H 0.0582 -5.1766 -3.6840 0.1 -0.4 -0.4
H 1.1548 -3.9437 -3.0337 -0.4 -0.5 0.2
H -0.4415 -3.4745 -3.6480 -0.1 -0.7 0.4
H -2.2324 -5.6506 -2.1171 -0.3 -0.6 -0.2
H -2.4690 -3.9060 -2.3152 0.5 -0.6 0.1
H -2.3609 -4.6123 -0.6856 0.6 -0.4 -0.4
H 0.2636 -6.4042 -1.1846 0.0 -0.8 -0.1
H -0.0366 -5.3305 0.1935 -0.2 -0.1 -0.8
H 1.3797 -5.0705 -0.8547 -0.6 -0.3 -0.3
C -0.9871 2.4674 -1.0086 0.5 -0.7 -0.4
C 0.0236 1.7984 -1.7440 -2.0 -0.7 -0.5
C -0.4246 0.4382 -1.9604 -1.2 1.2 0.4
H 0.8649 2.2757 -2.2066 0.1 0.0 0.0
C -1.7123 0.2980 -1.2624 0.3 0.6 -1.5
C -2.0168 1.5402 -0.6701 -0.1 0.1 -0.5
H -2.9518 1.7972 -0.1561 0.5 -0.3 -0.2
H -1.0131 3.5379 -0.8702 0.2 -0.1 0.4
H 0.0897 -0.2973 -2.5695 -0.3 0.2 0.2
H -2.3248 -0.6065 -1.2083 0.3 0.7 -0.1
C 2.2406 0.1302 1.7221 0.1 -0.4 -0.3
C 2.4805 1.3220 0.9829 -0.2 -0.4 -0.7
C 2.3425 1.0496 -0.4005 1.1 -1.1 0.8
H 2.8521 2.2563 1.3699 -0.4 0.2 0.1
C 2.0809 -0.3565 -0.5445 0.8 0.0 1.0
C 2.0054 -0.9246 0.8049 1.3 0.7 -0.6
H 1.7742 -1.9585 1.0630 0.4 0.6 -0.1
H 2.3158 0.0272 2.8120 -0.1 0.0 -0.6
H 2.6071 1.7426 -1.1844 -0.2 -0.1 0.1
H 2.0059 -0.9013 -1.4889 0.1 0.3 0.6
Hf 0.0670 0.4277 0.3228 1.3 5.3 1.1
N -2.7952 6.4729 1.8522 0.9 -1.0 0.4
C -2.0553 5.6382 2.1671 -0.6 0.4 -0.1
C -1.1033 4.5805 2.5051 -1.1 1.7 -0.2
C -0.1040 4.8298 3.4265 1.4 -1.0 0.3
C 0.7846 3.7706 3.6868 -0.4 0.4 0.3
C 0.6461 2.5791 2.9797 -0.2 0.5 -0.3
N -0.1868 2.4343 1.9291 -2.1 0.1 1.1
C -1.1792 3.4052 1.8234 1.5 -2.2 -0.7
H -0.0222 5.7908 3.9239 0.0 -0.2 0.0
H 1.5734 3.8496 4.4434 -0.5 0.0 -0.3
H 1.1943 1.6944 3.2656 0.3 0.3 -0.1
H -2.0084 3.1680 1.1583 0.5 0.4 0.2